(a)
26
Properties=species:S:1:pos:R:3:mulliken_charge:R:1 method="wB97M-V/def2-TZVPD" charge=0 e_homo_ha=-0.266 molar_mass_g_mol=152.3
C 1.6374 -1.8000 1.2705 -0.64
C 0.3280 -1.4270 1.2880 -0.34
C 2.5413 -1.2717 0.2927 -0.30
C -0.0740 -0.3317 0.5962 -0.58
C 2.0680 -0.3639 -0.5433 -0.48
C -1.3883 1.8219 0.3189 -1.48
C -2.4712 -0.3243 1.0999 -1.30
C -1.4556 -0.1472 -1.4066 -1.36
C -1.3938 0.1918 0.0516 2.22
Si 2.6484 1.1106 -1.4868 0.40
H 1.8568 -2.4919 2.0736 0.32
H -0.2234 -2.0775 1.8688 0.42
H 3.4911 -1.5784 0.4265 0.51
H 0.7942 0.0247 -0.0888 -0.10
H -1.2889 2.0634 1.3724 0.37
H -0.4936 2.2392 -0.2163 0.30
H -2.2814 2.2143 -0.0562 0.53
H -3.2492 0.5508 1.3065 0.28
H -1.9354 -0.6630 2.0434 0.27
H -3.0118 -1.3095 0.8738 0.32
H -1.0278 -1.2113 -1.3975 0.36
H -0.7914 0.5128 -2.1005 0.21
H -2.4623 -0.3321 -1.8793 0.40
H 3.4069 0.5996 -2.6843 -0.10
H 3.4150 2.1831 -0.8653 -0.14
H 1.3609 1.8172 -2.1577 -0.11

(b)
26
Properties=species:S:1:pos:R:3:mulliken_charge:R:1 method="wB97M-V/def2-TZVPD" charge=0 e_homo_ha="-0.277 / -0.289" molar_mass_g_mol=152.3
C 2.2104 0.7655 0.6299 0.01
C 1.1137 1.1315 1.5755 -0.32
C 1.9635 0.2216 -0.5375 -0.88
C -0.1696 0.9655 1.1905 0.74
C -0.6027 0.5503 -0.1974 0.51
C -1.2866 1.2939 2.0751 -1.50
C -1.1460 1.6373 -1.0465 -1.34
C 0.2574 -2.5280 0.6207 -1.15
C -0.0364 -1.4150 -2.4864 -1.26
Si -0.3989 -1.2434 -0.6327 0.47
H 3.3178 0.9882 1.0718 0.17
H 1.4374 1.4069 2.6417 0.30
H 2.3922 0.1582 -1.5239 0.34
H -1.5739 0.6911 2.8860 0.30
H -2.0754 1.4906 1.2986 0.30
H -1.0086 2.2707 2.3970 0.42
H -1.8591 1.1984 -1.7566 0.36
H -0.5176 2.3073 -1.6460 0.28
H -1.7294 2.3849 -0.4482 0.37
H 0.0184 -2.3527 1.6552 0.36
H 0.0594 -3.5412 0.5320 0.45
H 1.3259 -2.2772 0.5346 0.27
H 0.1694 -2.4406 -2.5354 0.34
H -0.8400 -1.2392 -3.1070 0.43
H 0.7160 -0.7889 -2.8701 0.38
H -1.7371 -1.6356 -0.3205 -0.34

(b) comes first in stability; the runner-up is 18.4 kcal/mol higher.

(a)
13
Properties=species:S:1:pos:R:3:mulliken_charge:R:1 method="wB97M-V/def2-TZVPD" charge=+1 e_homo_ha="-0.436 / -0.406" molar_mass_g_mol=290.5
C 0.4551 0.9065 0.0051 -0.26
C -0.2604 0.0184 0.9209 -0.22
H 0.0161 0.0838 1.9814 0.34
O -0.1399 2.9008 -1.2297 -0.37
C -0.3976 1.6404 -0.7879 -0.14
H -1.0088 1.1061 -1.5209 0.35
H 0.6149 3.3074 -0.7913 0.34
H -1.3518 0.2192 0.3188 0.26
H 1.1650 0.0337 -0.5681 0.07
C 0.3570 -1.5150 0.5095 0.02
O -0.3509 -2.4952 0.3817 -0.45
Tl -0.5095 -4.5822 -0.0600 0.66
H 1.4109 -1.6239 0.8406 0.41

(b)
13
Properties=species:S:1:pos:R:3:mulliken_charge:R:1 method="wB97M-V/def2-TZVPD" charge=+1 e_homo_ha=-0.488 molar_mass_g_mol=290.5
H -2.3503 -0.9582 -1.3879 0.31
O -0.2202 -0.9157 -2.9418 -0.48
C -0.6040 0.1333 -2.1447 0.03
C -1.8060 -0.0154 -1.3514 -0.58
H 0.7302 -0.8856 -3.0907 0.34
H -0.3145 1.1299 -2.4896 0.36
H -2.2108 0.9784 -0.9254 0.22
C -0.5280 -0.0146 -0.5287 -0.15
C -0.1886 1.0266 0.4197 0.02
O 0.1990 0.8210 1.5655 -0.55
Tl 1.1017 -0.5587 3.3111 0.82
H -0.0384 -0.9675 -0.3088 0.32
H -0.4771 2.0589 0.1374 0.35

(b) comes first in stability; the runner-up is 116.0 kcal/mol higher.

(a)
8
Properties=species:S:1:pos:R:3:mulliken_charge:R:1 method="wB97M-V/def2-TZVPD" charge=0 e_homo_ha=-0.361 molar_mass_g_mol=82.1
C -0.3066 0.8799 -0.0202 0.02
C -0.9130 -0.4268 -0.0728 -0.09
H -0.7168 1.8588 0.2248 0.39
H -1.9978 -0.5157 -0.0746 0.37
N -0.0913 -1.4593 0.0042 -0.24
N 1.2595 -1.2626 0.0261 -0.15
N 1.7684 -0.0426 -0.0699 -0.16
N 0.9976 0.9682 -0.0176 -0.15

(b)
8
Properties=species:S:1:pos:R:3:mulliken_charge:R:1 method="wB97M-V/def2-TZVPD" charge=0 e_homo_ha=-0.301 molar_mass_g_mol=82.1
C -0.9149 -0.6433 -0.4243 0.51
N -1.8886 -0.2922 -1.0803 -0.52
N 0.9481 2.1285 0.3788 -0.51
N 1.1326 1.0008 0.4331 0.38
C 1.2124 -0.2913 0.4746 -0.06
N 0.1250 -1.0661 0.0662 -0.40
H -2.7579 -0.0817 -0.6056 0.26
H 2.1432 -0.7546 0.7574 0.34

(b) comes first in stability; the runner-up is 16.9 kcal/mol higher.

(a)
18
Properties=species:S:1:pos:R:3:mulliken_charge:R:1 method="wB97M-V/def2-TZVPD" s_squared=0.7555 charge=+1 e_homo_ha="-0.558 / -0.556" molar_mass_g_mol=105.1 spin_multiplicity=2
C -1.3663 -0.1672 1.4340 -0.51
O -2.6966 -0.5966 1.1283 -0.45
C -0.6107 0.1055 0.0929 0.09
C 0.8500 0.4555 0.4525 -0.68
C 1.6973 0.9499 -0.7344 -0.50
O 2.1556 -0.0487 -1.5884 -0.45
N -0.6986 -1.0220 -0.7940 -0.31
H -1.4253 0.7914 1.9346 0.36
H -0.9609 -1.0584 1.9116 0.35
H -2.7588 -0.9211 0.2268 0.34
H -1.1253 0.9178 -0.4227 0.42
H 1.3668 -0.4093 0.8681 0.33
H 0.8081 1.2482 1.2018 0.42
H 2.5957 1.4527 -0.3844 0.35
H 1.1366 1.7707 -1.2088 0.32
H -0.1861 -1.8659 -0.4918 0.32
H 1.6021 -0.7586 -1.8777 0.27
H -0.3837 -0.8439 -1.7485 0.30

(b)
18
Properties=species:S:1:pos:R:3:mulliken_charge:R:1 method="wB97M-V/def2-TZVPD" s_squared=0.7546 charge=+1 e_homo_ha="-0.553 / -0.551" molar_mass_g_mol=105.1 spin_multiplicity=2
C -0.7750 1.0677 0.5771 -0.69
O -0.4950 2.2341 -0.1281 -0.50
C -0.6633 -0.0991 -0.4524 0.09
C 0.6787 -0.8368 -0.3539 -0.01
C 1.8659 0.0924 -0.4752 -1.31
O 0.6684 -1.4946 0.9174 -0.57
N -1.7299 -1.0475 -0.2281 -0.20
H -0.2623 0.8858 1.5253 0.43
H -1.8183 1.1296 0.9509 0.35
H -0.1323 2.8931 0.4655 0.35
H -0.9244 0.3174 -1.4261 0.42
H 0.7480 -1.6358 -1.0972 0.52
H 2.7766 -0.3977 -0.1388 0.37
H 1.8257 0.6127 -1.4299 0.38
H 1.8097 0.8867 0.2823 0.33
H 0.9287 -2.4072 0.8014 0.35
H -2.6699 -0.7298 -0.4966 0.36
H -1.8314 -1.4711 0.7064 0.32

(c)
18
Properties=species:S:1:pos:R:3:mulliken_charge:R:1 method="wB97M-V/def2-TZVPD" s_squared=0.7550 charge=+1 e_homo_ha="-0.552 / -0.548" molar_mass_g_mol=105.1 spin_multiplicity=2
C -0.1759 -0.1230 0.3069 -0.71
C -1.2906 0.5319 -0.5102 0.46
C -2.6563 -0.0004 -0.1112 -1.47
O -1.0650 0.2359 -1.8825 -0.55
N 1.1274 0.2609 -0.1641 0.04
C 2.2095 0.2373 0.8332 -0.36
O 2.0857 -0.9403 1.6136 -0.44
H -0.2529 0.0342 1.3793 0.52
H -0.4177 -1.1968 0.1984 0.31
H -1.1224 1.6055 -0.4268 0.27
H -2.7479 -0.0871 0.9744 0.38
H -3.5143 0.5703 -0.4562 0.38
H -2.7267 -1.0353 -0.4663 0.47
H -1.8939 0.1304 -2.3698 0.34
H 1.3992 -0.1877 -1.0415 0.35
H 2.0852 1.0480 1.5464 0.30
H 3.1834 0.2008 0.3536 0.37
H 2.1611 -1.7067 1.0398 0.34

(c) comes first in stability; the runner-up is 6.4 kcal/mol higher.

(a)
14
Properties=species:S:1:pos:R:3:mulliken_charge:R:1 method="wB97M-V/def2-TZVPD" charge=0 e_homo_ha=-0.314 molar_mass_g_mol=113.2
C -2.3022 0.2436 0.6480 -0.77
C 0.6879 -1.2381 -0.2120 -0.11
C 1.8777 -0.7923 0.1785 -0.48
C 1.9958 0.6434 -0.1511 -0.50
C 0.7335 0.9697 -0.7651 -0.48
H -3.3815 0.5466 0.6217 0.32
H -2.1216 -0.4192 1.4558 0.29
H -1.7064 1.2360 1.1497 0.23
H 0.0688 -2.2113 -0.6327 0.25
H 2.8060 -1.2754 0.5200 0.32
H 2.8892 1.0629 -0.2458 0.49
H 0.2338 1.8509 -1.0593 0.45
N -0.0727 -0.2489 -0.6780 0.06
S -1.7083 -0.3678 -0.8296 -0.08

(b)
14
Properties=species:S:1:pos:R:3:mulliken_charge:R:1 method="wB97M-V/def2-TZVPD" charge=0 e_homo_ha=-0.283 molar_mass_g_mol=113.2
C -2.8286 1.2486 0.2626 0.17
C -1.7637 0.8547 -0.1177 -1.09
C 0.1989 -0.6446 0.4039 -0.74
C 1.6978 -0.7496 -0.0191 -0.49
C -0.3989 0.5446 -0.3785 0.37
N 0.5607 1.6137 0.1121 -0.50
S 2.2091 0.9941 0.0744 -0.11
H -3.8634 1.3874 0.3418 0.46
H -0.4515 -1.6244 0.3524 0.31
H 0.1304 -0.3615 1.4114 0.39
H 2.3581 -1.3726 0.7822 0.32
H 1.7542 -1.0545 -1.0714 0.29
H -0.1370 0.4792 -1.3951 0.32
H 0.3916 2.5183 -0.2855 0.28

(c)
14
Properties=species:S:1:pos:R:3:mulliken_charge:R:1 method="wB97M-V/def2-TZVPD" charge=0 e_homo_ha=-0.322 molar_mass_g_mol=113.2
C -0.5273 -0.3446 -0.0009 0.37
C -0.1152 1.1148 0.0060 -0.59
C 1.3884 1.0323 0.0064 -0.50
C 1.8396 -0.2220 -0.0078 -0.38
C 0.7233 -1.2252 -0.0031 -0.38
H -3.9560 -0.6992 0.0214 0.17
H -0.5124 1.6487 -0.8807 0.35
H -0.5239 1.6098 0.8599 0.39
H 2.0085 1.9106 -0.0052 0.42
H 2.8891 -0.4829 -0.0088 0.41
H 0.7345 -1.8712 0.8958 0.26
H 0.7375 -1.8734 -0.8763 0.27
N -1.6904 -0.8559 -0.0034 -0.59
S -2.9957 0.2581 -0.0033 -0.18

(c) comes first in stability; the runner-up is 42.5 kcal/mol higher.

(a)
14
Properties=species:S:1:pos:R:3:mulliken_charge:R:1 method="wB97M-V/def2-TZVPD" charge=0 e_homo_ha=-0.330 molar_mass_g_mol=113.2
C -0.0324 0.0299 -1.0793 0.00
C -0.9567 0.6149 0.0796 -0.21
C 1.0404 0.3207 0.0230 -0.37
C 0.5516 -0.6123 1.0728 -0.37
C -0.6971 -0.3254 1.2709 -0.35
H -0.5102 -1.8024 -2.6496 0.13
H 0.0291 0.7266 -1.8914 0.47
H -1.9321 1.3189 -0.0225 0.30
H 0.0398 1.8264 1.0879 0.32
H 2.1419 0.4276 -0.1761 0.40
H 1.2710 -1.3222 1.6529 0.31
H -1.1140 -1.2152 1.9022 0.24
N 0.1870 1.6712 0.0749 -0.58
S -0.0183 -1.6587 -1.3454 -0.27

(b)
14
Properties=species:S:1:pos:R:3:mulliken_charge:R:1 method="wB97M-V/def2-TZVPD" charge=0 e_homo_ha=-0.289 molar_mass_g_mol=113.2
C -0.5629 1.3466 0.1623 -0.32
C -1.1500 0.0451 0.5107 -0.37
C -0.1808 -1.1139 0.1509 -0.85
C 0.2355 -1.3428 -1.2676 -0.17
C 1.7543 1.8685 0.9101 -0.27
N 0.6822 1.5908 0.5271 0.03
S 1.7849 -1.2439 -1.7842 -0.21
H -1.0072 2.2981 -0.3153 0.31
H -1.3488 -0.2624 1.5403 0.30
H -2.1142 -0.1904 -0.1589 0.25
H 0.6052 -0.8891 0.7427 0.51
H -0.7199 -2.0479 0.6209 0.32
H -0.6764 -1.7101 -1.9086 0.24
H 2.6982 1.6513 0.2696 0.22

(b) comes first in stability; the runner-up is 8.6 kcal/mol higher.

(a)
16
Properties=species:S:1:pos:R:3:mulliken_charge:R:1 method="wB97M-V/def2-TZVPD" charge=-1 e_homo_ha=-0.159 molar_mass_g_mol=118.1
O 2.3700 0.3876 1.2214 -0.56
C 1.6192 -0.4690 0.8141 0.05
C 0.2529 -0.6826 1.3838 -0.14
C -0.4223 -1.7833 0.6340 -1.14
H 1.9219 -1.1533 -0.0268 0.28
H -0.3270 0.2139 1.1597 0.12
H 0.2466 -0.8432 2.4864 0.37
H -0.2391 -1.5623 -0.4770 0.23
H -1.5133 -1.7102 0.6726 0.29
H -0.0316 -2.7486 0.8771 0.41
N -0.7344 2.4879 -1.5560 -0.53
C -0.5848 1.1398 -1.1669 0.64
O 0.5935 0.6914 -1.2017 -0.70
O -1.6354 0.4774 -0.8290 -0.73
H 0.1053 2.7202 -2.1268 0.22
H -1.6215 2.8342 -1.8647 0.20

(b)
16
Properties=species:S:1:pos:R:3:mulliken_charge:R:1 method="wB97M-V/def2-TZVPD" charge=-1 e_homo_ha=-0.156 molar_mass_g_mol=118.1
C 0.4398 -3.1071 -0.4727 -0.95
C 1.2250 -2.2315 0.5260 0.61
O 2.1015 -2.7416 1.1743 -0.65
N 0.8637 -0.9023 0.5779 -0.30
H -0.5485 -3.4088 -0.1683 0.27
H 1.0724 -3.9027 -0.8575 0.28
H 1.1232 -0.2845 1.3745 0.20
H 0.0227 -0.4564 -0.0903 0.33
H 0.1166 -2.4125 -1.2674 0.29
C -0.2747 2.9906 0.2776 -0.73
C -1.2643 2.1964 -0.6122 0.40
O -2.3383 2.6560 -0.9857 -0.74
O -0.8304 1.0986 -0.5335 -0.64
H 0.6221 2.3388 0.5388 0.18
H -0.7684 3.3608 1.1415 0.22
H 0.0967 3.8876 -0.2692 0.23

(c)
16
Properties=species:S:1:pos:R:3:mulliken_charge:R:1 method="wB97M-V/def2-TZVPD" charge=-1 e_homo_ha=-0.150 molar_mass_g_mol=118.1
C -0.0739 -1.2940 2.4247 -0.75
C -1.3493 -1.2695 1.6892 0.55
O -2.4081 -1.8370 1.9068 -0.64
N -1.2146 -0.7078 0.3710 -0.31
H -1.9651 -0.7703 -0.3239 0.16
H -0.4595 0.0284 0.1689 0.21
H 0.3779 -2.4333 2.3512 0.18
H -0.0081 -1.1870 3.5331 0.31
H 0.7569 -0.6430 2.0167 0.22
C 1.4080 -0.0171 -1.3049 -0.93
C 1.2463 1.5611 -1.6096 0.63
O 0.4586 2.1484 -0.8786 -0.67
O 1.7124 1.8332 -2.7572 -0.72
H 1.8449 -0.2029 -0.3001 0.13
H 2.0096 -0.3682 -2.1115 0.34
H 0.4565 -0.5094 -1.2960 0.32

(d)
16
Properties=species:S:1:pos:R:3:mulliken_charge:R:1 method="wB97M-V/def2-TZVPD" charge=-1 e_homo_ha=-0.166 molar_mass_g_mol=118.1
C -1.7620 0.2915 0.0052 -0.92
C -1.2205 1.1685 -1.0818 0.59
O -2.0189 1.6211 -1.9366 -0.75
N 0.0803 1.3404 -1.1772 -0.33
H 0.2825 2.0811 -1.8219 0.19
H 0.7560 0.9585 -0.3731 0.35
H -2.1666 -0.6633 -0.4136 0.18
H -2.7266 0.7230 0.3730 0.28
H -1.1257 0.1713 0.8521 0.36
C 1.2855 -1.6136 0.3196 -0.92
C 1.5810 -0.3723 1.3985 0.60
O 1.6913 -0.8868 2.4882 -0.66
O 1.6062 0.7739 0.8690 -0.75
H 0.1648 -1.7502 0.1611 0.11
H 1.8212 -2.4064 0.8935 0.32
H 1.7513 -1.4367 -0.5559 0.35

(d) comes first in stability; the runner-up is 7.2 kcal/mol higher.

(a)
16
Properties=species:S:1:pos:R:3:mulliken_charge:R:1 method="wB97M-V/def2-TZVPD" charge=-1 e_homo_ha=-0.140 molar_mass_g_mol=118.1
C 0.1996 -1.5338 -1.5156 -0.82
N -0.4660 -0.3235 -1.0382 -0.50
C 0.0299 -0.0832 0.3579 0.15
C -1.1222 0.7642 0.8123 -0.63
O -0.9220 1.7071 1.8470 -0.58
C 1.4292 0.6656 0.4577 0.46
O 1.9320 0.7935 1.5801 -0.75
O 1.8739 0.7912 -0.7072 -0.71
H -0.1789 -1.7096 -2.5399 0.34
H -0.2518 -2.2154 -0.7899 0.27
H 1.3045 -1.3780 -1.1538 0.26
H -0.3781 0.4701 -1.6975 0.26
H 0.2576 -1.0153 0.9081 0.38
H -1.7302 1.3969 0.0777 0.23
H -1.8655 0.0570 1.0756 0.27
H -0.1119 1.6131 2.3253 0.35

(b)
16
Properties=species:S:1:pos:R:3:mulliken_charge:R:1 method="wB97M-V/def2-TZVPD" charge=-1 e_homo_ha=-0.157 molar_mass_g_mol=118.1
C 1.2793 -2.3742 0.9415 -0.77
C 0.1292 -2.6866 -0.0939 0.55
O -0.4066 -3.7939 0.1672 -0.71
O -0.2090 -1.7186 -0.7812 -0.68
H 2.2192 -2.3485 0.5859 0.28
H 1.4126 -3.2181 1.6797 0.28
H 1.0800 -1.4356 1.6670 0.06
C -0.8390 2.6844 -1.3936 -0.74
C -0.2959 2.0755 -0.0864 0.54
O 0.3273 2.8612 0.6631 -0.67
N -0.5882 0.8297 0.4462 -0.30
H -0.0787 2.3314 -2.1364 0.23
H -0.7800 3.8162 -1.2566 0.23
H -0.1033 0.4466 1.2258 0.19
H -1.1910 0.0691 -0.0646 0.24
H -1.9558 2.4615 -1.5637 0.28

(c)
16
Properties=species:S:1:pos:R:3:mulliken_charge:R:1 method="wB97M-V/def2-TZVPD" charge=-1 e_homo_ha=-0.162 molar_mass_g_mol=118.1
N 1.2230 1.9569 -2.1296 -0.50
C 0.9106 1.8065 -0.7336 0.64
O 1.6785 1.0555 -0.0865 -0.74
O -0.1210 2.4002 -0.3517 -0.75
H 2.1942 1.8116 -2.3543 0.21
H 0.8044 2.7949 -2.5009 0.21
O 0.8772 -2.3067 0.1947 -0.58
C 0.2628 -1.3442 -0.2137 0.03
C -0.8040 -0.6445 0.5812 -0.11
C -1.3036 -1.4650 1.7644 -1.24
H 0.4455 -0.9533 -1.2260 0.34
H -1.6157 -0.3626 -0.0949 0.31
H -0.3567 0.2917 0.9261 0.22
H -1.6840 -2.4266 1.4304 0.29
H -2.0465 -0.9381 2.3622 0.39
H -0.4650 -1.6762 2.4322 0.29

(d)
16
Properties=species:S:1:pos:R:3:mulliken_charge:R:1 method="wB97M-V/def2-TZVPD" charge=-1 e_homo_ha=-0.154 molar_mass_g_mol=118.1
C 0.0759 2.0835 0.6081 0.48
C -0.4793 -0.3208 -1.4998 -1.66
C -0.6114 -1.0913 0.8575 -1.27
C 0.2496 -0.4637 -0.2341 1.41
N 0.8242 0.8544 0.3091 -0.32
O 0.8028 2.9881 1.0633 -0.77
O -1.1563 1.9810 0.4487 -0.69
O 1.3881 -1.2944 -0.3109 -0.68
H -1.1810 -1.2332 -1.7067 0.29
H -1.2718 0.4068 -1.3772 0.37
H 0.1343 -0.1168 -2.3286 0.41
H -1.5198 -1.3931 0.4373 0.28
H -0.7205 -0.1159 1.5797 0.26
H -0.1463 -1.8958 1.4182 0.34
H 1.8188 0.9580 0.0602 0.23
H 1.7928 -1.3469 0.6752 0.34

(c) comes first in stability; the runner-up is 21.5 kcal/mol higher.